No. 1
This record from the OMol25 dataset describes the ion C6H5F3N3S with charge +1 in a non-equilibrium geometry. The level of theory is ωB97M-V with the def2-TZVPD basis set.

Structure (XYZ):
```
18
C6H5F3N3S | the OMol25 dataset | ωB97M-V with the def2-TZVPD basis set
C 1.20321 -0.44157 2.22259
C 0.02743 0.66654 -1.05874
C 0.55180 -0.53020 1.03402
C -1.41066 0.52624 -1.70482
C 1.14280 1.63017 1.00996
C -0.07494 -1.80230 0.50436
N -0.86167 1.71845 -1.46785
N 0.51459 0.65304 0.33516
N -2.34661 -0.11917 -2.12728
F 0.02081 -2.76947 1.40750
F -1.36606 -1.64239 0.21195
F 0.53259 -2.21094 -0.61423
S 1.76290 1.15020 2.49821
H 1.37028 -1.23517 2.92638
H 0.85829 0.36485 -1.69410
H -0.72807 2.53253 -2.04607
H 1.19710 2.63462 0.62386
H -2.39379 -1.12544 -2.06091
```

Calculated values
E_HOMO = -13.51 eV
LUMO energy = -4.833 eV
total charge = +1
energy above the lowest of the compared OMol25 structures with the same formula, charge and spin = 203.9 kJ/mol


No. 2
This record from the OMol25 dataset describes an isolated molecule of C5H13NO2 in a non-equilibrium geometry. The level of theory is ωB97M-V with the def2-TZVPD basis set.

Structure (XYZ):
```
21
C5H13NO2 | the OMol25 dataset | ωB97M-V with the def2-TZVPD basis set
C 1.10357 -0.77995 -2.02657
C 0.47331 -0.36278 -0.70547
C 0.52373 1.18587 -0.53653
C 0.72711 1.67422 0.89671
O 0.02645 2.88214 1.15292
N -0.90726 -0.85379 -0.63340
C -1.37307 -1.33868 0.63776
O -0.62069 -2.38548 1.23984
H 2.18738 -0.65744 -2.01783
H 0.92386 -1.84183 -2.20437
H 0.70384 -0.20056 -2.86192
H 1.11746 -0.72746 0.09123
H -0.41049 1.56240 -0.95444
H 1.35397 1.54128 -1.13060
H 0.52198 0.94005 1.66980
H 1.76495 1.97305 1.04156
H -0.91861 2.72735 1.17022
H -1.04003 -1.53724 -1.36738
H -2.34819 -1.72616 0.48733
H -1.42786 -0.49381 1.33414
H 0.31963 -2.24099 1.07220
```

Calculated values
E_HOMO = -9.40 eV
LUMO energy = 0.881 eV
total charge = 0
energy above the lowest of the compared OMol25 structures with the same formula, charge and spin = 165.8 kJ/mol


No. 3
This record from the OMol25 dataset describes a structure of composition C17H22N4O4 in a non-equilibrium geometry. The level of theory is ωB97M-V with the def2-TZVPD basis set.

Structure (XYZ):
```
47
C17H22N4O4 | the OMol25 dataset | ωB97M-V with the def2-TZVPD basis set
C -4.84410 -2.41632 1.90630
H -5.13905 -3.35984 2.20691
H -4.46696 -1.69033 2.63558
C -3.62684 -2.71167 0.91112
C -3.07985 -1.55781 0.22746
H -3.92303 -0.95560 -0.15787
C -1.98921 -1.77832 -0.35457
N -1.34655 -0.40375 -1.17447
C -0.61589 0.43707 -0.37067
C -0.00766 1.53434 -0.79941
C -0.40413 2.19301 -2.11696
O -0.08110 3.10327 -2.79170
N -1.13331 0.89656 -2.92975
C -1.63473 -0.01847 -2.32900
O -2.34250 -0.85097 -3.18177
H -1.45959 1.28649 -3.64848
N 0.79031 2.26134 0.07105
C 1.96878 2.03533 0.53470
O 2.71003 2.88162 1.20264
C 2.54427 0.89631 0.00908
C 3.67482 0.34714 0.28347
C 4.25532 -0.72705 0.03612
C 5.55916 -1.28661 0.31331
C 5.67115 -2.48468 -0.38882
C 4.63818 -2.40268 -1.61799
O 3.89848 -1.52847 -1.12843
H 4.35962 -3.44080 -2.15182
H 6.58925 -3.06369 -0.58384
H 6.14891 -1.08425 1.13132
H 4.24193 0.82172 1.26645
H 2.08616 0.49357 -0.99398
C 0.16025 3.68979 0.25049
H -0.12016 4.24326 -0.51821
C -0.97758 3.44793 1.34958
H -1.78105 2.88606 0.96537
H -1.32464 4.75869 1.63162
H -0.57545 3.13696 2.12753
H 1.00182 4.31838 1.08171
N -0.38385 0.12356 1.04718
H -0.53374 -0.75505 1.40764
H 0.38036 0.57414 1.68606
H -2.35956 -2.15901 -1.15041
H -1.22806 -2.26668 0.03533
H -2.86974 -0.86302 1.23005
H -3.02134 -3.13845 1.44611
H -3.81340 -3.39380 0.09719
H -5.59575 -2.02921 1.29679
```

Calculated values
E_HOMO = -7.91 eV
LUMO energy = -0.765 eV
total charge = 0
energy above the lowest of the compared OMol25 structures with the same formula, charge and spin = 1937.6 kJ/mol


No. 4
This record from the OMol25 dataset describes a cluster of 2 separate species, C3H8ClN2 in total in a non-equilibrium geometry. The level of theory is ωB97M-V with the def2-TZVPD basis set.

Structure (XYZ):
```
14
C3H8ClN2 | the OMol25 dataset | ωB97M-V with the def2-TZVPD basis set
C -0.49270 1.84414 -0.08153
C 0.40322 -1.87472 0.07015
C -0.62465 0.36842 0.08093
N 1.47799 -0.08823 -0.73199
N 0.42221 -0.48033 -0.16254
Cl -2.22189 -0.24187 -0.04996
H -1.46117 2.32557 -0.05783
H -0.25171 1.99317 -1.23215
H 0.31807 2.26796 0.54523
H -0.14428 -2.54733 -0.73600
H -0.13761 -2.24995 0.91187
H 1.39771 -2.28836 0.09837
H -0.15225 0.10236 2.27345
H 1.46708 0.86918 -0.92801
```

Calculated values
E_HOMO (spin up / spin down) = -14.45 / -15.55 eV
LUMO energy (spin up / spin down) = -5.950 / -6.815 eV
total charge = +1
energy above the lowest of the compared OMol25 structures with the same formula, charge and spin = 613.0 kJ/mol


No. 5
This record from the OMol25 dataset describes an isolated molecule of C4H7NO2 in a non-equilibrium geometry. The level of theory is ωB97M-V with the def2-TZVPD basis set.

Structure (XYZ):
```
14
C4H7NO2 | the OMol25 dataset | ωB97M-V with the def2-TZVPD basis set
C -1.15130 -1.28222 -0.05799
C -0.32491 -0.08532 -0.01532
N -0.38838 1.03100 0.67473
O -1.64309 1.46603 0.60133
C 0.77764 -0.04748 -0.92419
C 1.77727 0.56972 0.34032
O 1.59606 -1.14060 -0.65059
H -2.09261 -1.06027 -0.55925
H -0.68876 -2.11228 -0.59300
H -1.36571 -1.59379 0.96409
H -1.83297 2.30546 1.01263
H 0.98651 0.18926 -1.95060
H 2.63291 0.96794 -0.19749
H 1.70609 0.80119 1.39136
```

Calculated values
E_HOMO (spin up / spin down) = -8.38 / -8.38 eV
LUMO energy (spin up / spin down) = 0.183 / 0.182 eV
total charge = 0
energy above the lowest of the compared OMol25 structures with the same formula, charge and spin = 893.0 kJ/mol


No. 6
This record from the OMol25 dataset describes a structure of composition C18H19CaN6O3S2 in a non-equilibrium geometry. The level of theory is ωB97M-V with the def2-TZVPD basis set.

Structure (XYZ):
```
49
C18H19CaN6O3S2 | the OMol25 dataset | ωB97M-V with the def2-TZVPD basis set
Ca -0.98533 0.14392 0.07818
N 6.87478 -1.89334 -0.65838
C 5.66998 -1.48514 -0.14768
C 5.01466 -0.34827 -0.60230
C 3.73197 -0.04066 -0.22967
C 3.02604 -0.86628 0.64728
C 3.69993 -1.99089 1.21094
C 5.00657 -2.27941 0.78264
S 1.61522 -0.27345 1.34153
O 1.90338 0.12399 2.72888
O 0.55579 -1.29120 1.25870
N 1.15769 0.82350 0.37640
C 0.96728 2.19533 0.57979
N 2.02005 3.01480 0.73616
C 1.72791 4.33966 0.75365
C 0.39524 4.85966 0.69902
C -0.58685 3.93171 0.43366
N -0.32513 2.60354 0.33830
H 7.57294 -1.25961 -1.11244
H 7.40492 -2.56424 -0.11903
H 5.49917 0.34588 -1.30374
H 3.31852 0.87138 -0.48964
H 3.36007 -2.64702 2.01157
H 5.53739 -3.03685 1.38227
H 2.59072 4.99916 0.94073
H 0.30733 5.91288 0.81887
H -1.58400 4.25497 0.29571
N -8.66558 1.92693 -0.99736
C -7.59436 1.76447 -0.59670
C -6.17523 1.48883 -0.27810
C -5.65058 0.29114 0.38766
C -4.27098 0.13909 0.49878
N -3.41246 1.05484 -0.01286
C -3.86444 2.15744 -0.57620
C -5.24212 2.41174 -0.65860
H -6.33854 -0.47676 0.88819
H -3.83286 -0.72643 0.97217
H -3.19102 2.97294 -0.97091
H -5.59379 3.39732 -1.12682
C -2.15928 -3.95904 -0.33462
S -1.75715 -2.96748 -1.74161
C 0.00861 -3.35491 -1.70435
O -1.90243 -1.48654 -1.37282
H -1.41731 -4.03296 0.41917
H -2.35811 -4.94263 -0.67534
H -3.00406 -3.58366 0.13169
H 0.00342 -4.48212 -1.79218
H 0.39485 -3.17892 -0.70999
H 0.54720 -2.85726 -2.50057
```

Calculated values
E_HOMO = -10.46 eV
LUMO energy = -3.355 eV
total charge = +1
energy above the lowest of the compared OMol25 structures with the same formula, charge and spin = 36.0 kJ/mol


No. 7
This record from the OMol25 dataset describes a structure of composition C23H41IN3O3PdSSi. The level of theory is ωB97M-V with the def2-TZVPD basis set.

Structure (XYZ):
```
74
C23H41IN3O3PdSSi | the OMol25 dataset | ωB97M-V with the def2-TZVPD basis set
Pd 0.99612 -0.45279 1.52264
C -1.20195 3.93135 -0.19765
C 0.24010 3.42849 -0.16899
C 1.00256 3.93120 -1.39321
C 0.93694 3.88544 1.10710
O 0.29534 2.00687 -0.14010
Si -0.56981 0.83977 -0.92974
S 0.48416 -0.91979 -0.88496
O -2.10338 0.75215 -0.29790
C -2.67968 0.20646 0.88003
C -2.82884 -1.30327 0.72317
C -4.05155 0.86716 0.99889
C -1.85527 0.53088 2.12314
O -0.88650 1.51849 -2.41000
C -1.79737 1.12147 -3.42774
C -2.04621 -0.38468 -3.42150
C -3.10784 1.87490 -3.20356
C -1.16098 1.53687 -4.74993
H -1.22223 5.02371 -0.17181
H -1.75098 3.55378 0.66549
H -1.70771 3.58828 -1.10024
H 1.02643 5.02423 -1.40734
H 0.52739 3.56828 -2.30330
H 2.02760 3.55815 -1.36325
H 0.97845 4.97629 1.16295
H 1.95066 3.48533 1.12586
H 0.40922 3.50406 1.98344
H -3.45667 -1.52567 -0.14334
H -3.28309 -1.74112 1.61444
H -1.84896 -1.75629 0.57482
H -4.62982 0.67779 0.09249
H -3.93870 1.94688 1.11557
H -4.60032 0.47346 1.85640
H -0.96003 -0.10427 2.20790
H -2.44161 0.31994 3.02083
H -1.55462 1.57818 2.14105
H -2.49875 -0.69677 -2.47988
H -1.10889 -0.92792 -3.54007
H -2.72014 -0.64902 -4.24045
H -3.51064 1.61147 -2.22553
H -3.84198 1.62816 -3.97451
H -2.92446 2.95126 -3.22574
H -0.21874 1.00501 -4.88830
H -0.95395 2.60858 -4.74164
H -1.82248 1.31209 -5.58962
N -0.57837 -3.11041 3.06022
C 0.09986 -3.62976 2.27884
N 0.87570 -4.30315 1.43269
C 0.34877 -4.47801 0.06490
C 1.38107 -5.22505 -0.75946
C 2.68302 -4.41942 -0.90587
C 2.93427 -3.52835 0.31852
C 2.34038 -4.13672 1.57543
H 0.12730 -3.50606 -0.38587
H -0.58005 -5.04771 0.13722
H 0.95274 -5.44704 -1.73853
H 1.58444 -6.18681 -0.27861
H 2.63710 -3.79406 -1.79925
H 3.51446 -5.11658 -1.04531
H 2.48461 -2.54343 0.17732
H 4.00387 -3.36624 0.46980
H 2.52843 -3.48534 2.42571
H 2.77849 -5.12105 1.77771
I 0.94889 1.83899 4.99577
C 2.31130 1.06349 3.61537
C 3.28004 1.84837 3.06435
C 4.13419 1.26984 2.10193
C 3.93031 -0.03327 1.73147
N 3.01101 -0.84988 2.30161
C 2.18176 -0.30767 3.24651
H 3.37895 2.88917 3.34187
H 4.92190 1.85199 1.64287
H 4.52843 -0.48855 0.94934
H 1.66637 -1.00208 3.90755
```

Calculated values
E_HOMO = -3.94 eV
LUMO energy = 2.392 eV
total charge = -1
energy above the lowest of the compared OMol25 structures with the same formula, charge and spin = 0.0 kJ/mol


No. 8
This record from the OMol25 dataset describes a cluster of 12 separate species, C26H52Br22IO4PS in total. The level of theory is ωB97M-V with the def2-TZVPD basis set.

Structure (XYZ):
```
107
C26H52Br22IO4PS | the OMol25 dataset | ωB97M-V with the def2-TZVPD basis set
O 3.77166 -0.23832 4.78687
S 3.05100 0.83030 4.13956
O 3.95495 1.22825 2.83059
C 3.69640 2.56141 2.35147
C 2.55530 2.60794 1.34790
C 1.26655 2.03746 1.98007
P -0.18026 2.53742 0.94771
O -0.20890 4.13678 1.27327
I -1.93872 1.66435 2.42429
C 1.38280 0.50575 2.11050
O 1.80799 0.06691 3.40754
H 4.62385 2.91593 1.90741
H 3.45723 3.20161 3.20645
H 2.80316 2.00998 0.46847
H 2.43037 3.64638 1.03012
H 1.14450 2.48368 2.97476
H -0.02874 4.35179 2.19396
H 2.09814 0.13733 1.37564
H 0.44275 -0.00930 1.92652
Br 4.88811 6.19710 3.51760
C 6.74022 6.23065 2.92869
C 7.17168 4.92084 2.32529
Br 7.41054 3.53579 3.66445
H 7.33172 6.49114 3.80011
H 6.80247 7.02663 2.19067
H 8.13623 5.03570 1.83651
H 6.44738 4.54523 1.60941
Br 0.59901 -0.19713 -1.31381
C 1.67196 -1.81538 -1.45413
C 0.99254 -2.98920 -0.80574
Br 1.03370 -2.87190 1.13599
H 2.62628 -1.59278 -0.98631
H 1.81775 -1.99300 -2.51755
H 1.50704 -3.91275 -1.06006
H -0.05021 -3.06872 -1.09118
Br -5.28785 0.44695 3.93937
C -6.48845 -0.27051 2.58844
C -5.78746 -0.55124 1.28621
Br -5.38440 1.06274 0.28157
H -7.29907 0.44498 2.48418
H -6.87020 -1.19880 3.00684
H -6.42873 -1.14539 0.63970
H -4.84123 -1.06248 1.43412
Br 3.37893 -4.90296 -3.32580
C 2.23635 -5.70492 -4.68672
C 0.95439 -4.94477 -4.87896
Br -0.30991 -5.22393 -3.42549
H 2.06777 -6.73395 -4.38684
H 2.82313 -5.65621 -5.59986
H 0.45547 -5.29287 -5.78015
H 1.11773 -3.87530 -4.95361
Br -8.23953 3.28161 3.30307
C -6.84618 4.02056 2.16700
C -7.06014 5.48174 1.87957
Br -8.49682 5.78127 0.60176
H -6.83211 3.41949 1.26483
H -5.91278 3.87660 2.70762
H -6.17012 5.90711 1.42213
H -7.31874 6.04294 2.77156
Br -3.14808 0.24767 7.51611
C -3.42901 2.13959 7.17829
C -2.43098 2.68709 6.19397
Br -0.65726 2.89894 6.96046
H -3.37708 2.64069 8.13947
H -4.43568 2.22397 6.77388
H -2.73007 3.67808 5.85996
H -2.30666 2.03554 5.33636
Br 2.21147 -1.60060 -6.44403
C 3.74756 -2.28177 -7.41907
C 3.33930 -3.01514 -8.66932
Br 2.56755 -4.75882 -8.27551
H 4.30041 -2.91350 -6.73049
H 4.34568 -1.41075 -7.67633
H 4.20771 -3.20800 -9.29462
H 2.58942 -2.46771 -9.22980
Br 2.05970 -0.02450 -10.58018
C 0.58768 -0.84655 -11.55170
C -0.69982 -0.79686 -10.77330
Br -0.71926 -2.07534 -9.30935
H 0.88875 -1.86630 -11.76983
H 0.49831 -0.28523 -12.47836
H -1.53335 -1.06808 -11.41680
H -0.87733 0.18101 -10.33793
Br 2.08281 -6.81845 0.64139
C 3.95758 -6.41637 0.33512
C 4.70755 -7.58893 -0.23640
Br 5.02594 -8.97703 1.08538
H 4.36431 -6.09327 1.28804
H 3.97165 -5.59070 -0.37121
H 5.68907 -7.27364 -0.58254
H 4.16497 -8.05689 -1.05140
Br 8.04270 -2.00458 2.96847
C 6.39957 -2.61994 3.80826
C 6.35965 -2.31384 5.27865
Br 7.54187 -3.46897 6.30884
H 6.33321 -3.68436 3.60741
H 5.59384 -2.09440 3.30765
H 5.35807 -2.48247 5.66379
H 6.66348 -1.29421 5.48945
Br -12.12180 3.36948 3.29420
C -12.11532 4.37288 1.63312
C -12.97136 3.72866 0.57628
Br -12.14563 2.12901 -0.15671
H -11.07571 4.44873 1.32959
H -12.49729 5.36102 1.87878
H -13.10458 4.40664 -0.26340
H -13.93997 3.42770 0.96178
```

Calculated values
E_HOMO = -9.13 eV
LUMO energy = 0.096 eV
total charge = 0


Values for E, Ha, ordered as above
-1093.3711, -403.5135, -1180.3828, -688.3290, -361.5407, -2725.3974, -2404.4970, -58988.4410